(1)
{"formula": "C50H83N7O9", "method": "ωB97M-V with the def2-TZVPD basis set", "energy_ev": -82041.59494, "spin_multiplicity": 1, "e_above_lowest_kcal_mol": 29.5, "species": ["O", "N", "O", "C", "C", "C", "C", "C", "C", "H", "H", "H", "H", "H", "O", "N", "O", "C", "C", "C", "C", "C", "C", "H", "H", "H", "H", "H", "C", "O", "C", "C", "C", "N", "H", "H", "H", "H", "H", "H", "H", "H", "H", "H", "H", "C", "O", "C", "C", "C", "N", "H", "H", "H", "H", "H", "H", "H", "H", "H", "H", "H", "C", "O", "C", "C", "C", "N", "H", "H", "H", "H", "H", "H", "H", "H", "H", "H", "H", "C", "O", "C", "C", "C", "N", "H", "H", "H", "H", "H", "H", "H", "H", "H", "H", "H", "C", "O", "C", "C", "C", "N", "H", "H", "H", "H", "H", "H", "H", "H", "H", "H", "H", "C", "C", "C", "C", "C", "C", "H", "H", "H", "H", "H", "H", "C", "C", "C", "C", "C", "C", "H", "H", "H", "H", "H", "H", "C", "C", "C", "C", "C", "C", "H", "H", "H", "H", "H", "H"], "coordinates": [[-1.829, 27.289, 26.808], [-1.694, 26.379, 26.003], [-2.417, 25.383, 26.068], [-0.646, 26.389, 24.974], [-0.661, 25.492, 23.892], [0.324, 25.688, 22.862], [1.318, 26.568, 23.034], [1.468, 27.396, 24.167], [0.387, 27.314, 25.172], [-1.434, 24.752, 23.749], [0.352, 25.121, 21.943], [2.107, 26.593, 22.298], [2.359, 27.954, 24.417], [0.506, 27.950, 26.037], [4.756, 22.509, 29.819], [4.188, 21.468, 29.518], [4.591, 20.855, 28.550], [3.159, 20.872, 30.373], [3.010, 21.313, 31.689], [2.257, 20.521, 32.621], [1.615, 19.344, 32.110], [1.717, 18.954, 30.787], [2.427, 19.726, 29.895], [3.518, 22.198, 32.041], [2.279, 20.850, 33.650], [1.132, 18.683, 32.814], [1.319, 18.005, 30.461], [2.611, 19.431, 28.873], [-3.366, 22.234, 26.977], [-2.181, 21.561, 26.577], [-1.978, 21.750, 25.226], [-0.690, 20.927, 24.821], [0.696, 21.531, 25.006], [-0.853, 20.521, 23.441], [-3.535, 22.057, 28.039], [-4.149, 21.619, 26.534], [-3.545, 23.298, 26.821], [-2.891, 21.493, 24.690], [-1.860, 22.824, 25.080], [-0.760, 19.993, 25.378], [1.528, 20.904, 24.684], [0.605, 21.866, 26.039], [0.715, 22.409, 24.360], [-1.147, 21.391, 23.022], [-1.629, 19.897, 23.273], [-1.565, 15.219, 35.221], [-0.804, 15.714, 34.070], [-1.327, 15.490, 32.821], [-0.595, 16.451, 31.895], [-1.370, 16.581, 30.497], [0.793, 16.049, 31.788], [-2.534, 15.719, 35.245], [-0.908, 15.356, 36.080], [-1.619, 14.132, 35.173], [-1.067, 14.504, 32.436], [-2.395, 15.704, 32.811], [-0.539, 17.388, 32.449], [-1.244, 15.657, 29.932], [-0.925, 17.414, 29.953], [-2.450, 16.731, 30.525], [1.019, 15.669, 32.696], [0.852, 15.312, 31.100], [-2.175, 20.657, 31.249], [-1.740, 21.851, 30.676], [-0.613, 21.651, 29.799], [0.158, 23.044, 29.573], [-0.850, 24.084, 28.966], [1.290, 22.881, 28.648], [-2.385, 19.847, 30.551], [-3.136, 20.689, 31.763], [-1.563, 20.278, 32.067], [0.053, 20.937, 30.284], [-0.910, 21.391, 28.783], [0.478, 23.401, 30.552], [-0.217, 24.971, 28.942], [-1.734, 24.268, 29.577], [-1.123, 23.875, 27.931], [1.726, 23.707, 28.263], [0.902, 22.280, 27.935], [-4.592, 29.168, 28.276], [-3.917, 29.443, 29.451], [-2.797, 28.556, 29.610], [-2.176, 28.525, 30.913], [-1.146, 27.513, 30.984], [-3.059, 28.513, 32.169], [-4.652, 28.144, 27.907], [-4.116, 29.787, 27.516], [-5.584, 29.606, 28.389], [-3.078, 27.531, 29.366], [-1.976, 28.774, 28.928], [-1.770, 29.537, 30.899], [-0.587, 27.605, 31.915], [-0.531, 27.517, 30.084], [-1.425, 26.463, 31.070], [-3.784, 29.214, 32.131], [-2.380, 28.815, 32.853], [-7.536, 24.863, 33.454], [-7.104, 23.665, 32.859], [-5.722, 23.363, 33.111], [-4.683, 24.298, 32.388], [-4.886, 24.747, 30.974], [-3.392, 23.722, 32.543], [-6.688, 25.498, 33.198], [-7.824, 24.856, 34.505], [-8.434, 25.231, 32.957], [-5.417, 23.450, 34.154], [-5.536, 22.335, 32.802], [-4.619, 25.276, 32.865], [-4.169, 25.455, 30.558], [-5.904, 25.136, 30.932], [-4.926, 23.893, 30.297], [-2.625, 24.379, 32.543], [-3.278, 23.051, 31.797], [-5.115, 19.487, 34.055], [-5.440, 18.158, 34.024], [-5.742, 17.558, 35.207], [-5.973, 18.345, 36.341], [-5.751, 19.649, 36.340], [-5.257, 20.284, 35.222], [-4.788, 20.006, 33.167], [-5.256, 17.542, 33.156], [-5.646, 16.483, 35.208], [-6.173, 17.873, 37.292], [-5.823, 20.299, 37.200], [-4.931, 21.311, 35.158], [-0.838, 18.509, 35.629], [-1.797, 18.292, 36.577], [-1.434, 17.574, 37.711], [-0.112, 17.275, 37.975], [0.870, 17.633, 37.106], [0.544, 18.241, 35.906], [-1.066, 18.892, 34.646], [-2.812, 18.537, 36.303], [-2.168, 17.177, 38.397], [0.151, 16.780, 38.898], [1.930, 17.557, 37.296], [1.378, 18.554, 35.296], [2.288, 27.099, 33.309], [3.215, 27.865, 32.667], [3.653, 27.384, 31.421], [3.198, 26.206, 30.867], [2.412, 25.439, 31.653], [1.887, 25.874, 32.867], [1.770, 27.551, 34.141], [3.545, 28.853, 32.950], [4.367, 27.962, 30.853], [3.479, 25.918, 29.865], [2.164, 24.454, 31.286], [1.232, 25.256, 33.464]], "forces_ev_per_angstrom": [[0.9, 0.1, -1.0], [-1.4, -1.2, 1.3], [0.6, 0.3, -0.7], [0.9, 0.5, -0.2], [0.8, 1.1, -1.1], [-2.5, -1.5, 1.4], [2.6, 2.3, 1.0], [-3.2, -1.6, 1.8], [2.5, 0.0, -2.5], [-0.1, 0.1, 0.3], [-0.4, -0.4, 0.2], [0.0, 0.1, -0.2], [-0.1, 0.2, -0.4], [-0.5, -0.2, 0.1], [-1.2, 0.2, 1.1], [1.7, 0.8, -0.6], [-1.0, -1.0, -0.3], [-1.5, -1.3, 0.4], [-0.5, -1.1, 0.5], [0.2, -0.3, -2.9], [1.0, 1.3, 1.8], [0.1, 0.4, -0.4], [2.0, 1.5, 0.4], [0.2, 0.0, -0.1], [-0.4, -0.3, 0.1], [-0.1, 0.0, 0.0], [-0.2, 0.1, 0.1], [-0.1, -0.1, 0.0], [-1.1, -1.7, 1.0], [-0.1, 1.0, 1.5], [1.9, 0.2, 0.1], [-1.5, -1.5, -0.4], [-1.9, 1.0, 0.0], [0.3, 0.6, -1.1], [0.5, 0.1, 0.2], [-0.6, 0.5, -0.4], [0.8, 0.0, -0.6], [0.1, -0.6, -0.5], [0.4, 0.4, -0.5], [0.1, 0.1, 0.5], [-0.3, -0.2, 0.6], [1.2, 0.1, 0.1], [0.2, 0.3, 0.1], [0.1, 0.1, -1.0], [-0.1, -0.2, 0.4], [1.6, -0.3, -1.4], [0.2, -0.3, 2.4], [-0.3, 0.5, -0.9], [-1.6, 0.3, -0.7], [1.5, 0.0, 1.1], [0.0, 0.0, -0.8], [0.1, -0.1, 0.3], [-0.4, 0.7, 0.0], [-0.6, -0.2, -0.4], [-0.5, -0.6, 0.1], [-0.3, -0.3, -0.1], [-0.6, 0.4, -0.3], [0.3, 0.0, -0.1], [-0.1, -0.1, -0.2], [0.1, 0.2, 0.6], [0.5, -0.1, 0.1], [0.3, -0.3, 0.0], [-0.8, -1.2, 0.7], [0.3, 0.2, -0.6], [1.1, 1.9, 0.3], [-1.9, -0.1, -0.3], [1.2, -0.1, 0.7], [-0.6, -1.5, 1.0], [0.6, -0.1, -0.5], [-0.3, 1.2, -0.2], [0.8, 0.0, -0.2], [0.1, -0.1, -0.4], [-0.4, -0.7, 0.0], [0.1, 0.0, 0.0], [-0.4, 0.6, -0.1], [0.0, 0.0, 0.0], [-0.1, -0.4, 0.1], [-0.5, 0.2, 0.1], [0.6, 0.2, -0.6], [-0.6, 1.6, -1.2], [1.5, -1.4, 1.6], [-1.7, -1.2, -1.8], [-1.9, 3.1, 2.5], [1.8, -1.8, 0.6], [0.9, -1.0, -1.4], [0.2, -0.2, 0.5], [0.1, -0.2, -0.7], [-0.2, -0.3, 0.0], [-0.6, -0.2, -0.4], [-0.1, 0.4, -0.5], [1.0, 0.2, 0.6], [0.6, 0.4, -0.3], [0.5, 0.3, 0.3], [-1.1, 0.0, -0.2], [0.0, 0.2, -0.3], [-0.3, 0.0, 0.6], [0.6, 0.6, -1.0], [0.3, -1.5, 0.4], [0.2, 1.1, -1.0], [0.3, 1.6, 0.3], [-2.0, -1.0, -1.0], [0.6, -1.4, 0.7], [-0.5, 1.2, 0.8], [0.6, -0.5, 0.3], [0.1, -0.2, -0.4], [-0.4, -0.1, 0.3], [-0.2, 0.0, -0.2], [-0.3, -0.1, 0.9], [0.1, 0.1, 0.5], [-0.1, 0.5, -0.4], [0.2, -0.3, -0.2], [-0.1, 0.0, -0.2], [0.6, 0.0, 0.0], [-0.3, 2.4, 0.2], [0.9, -0.1, -0.3], [-0.2, -0.4, 0.8], [0.0, -3.7, 0.5], [0.8, 3.9, 0.2], [0.3, -1.4, -2.2], [0.1, -0.1, -0.2], [-0.1, 0.1, -0.2], [-0.7, -0.2, 0.5], [-0.3, -0.2, 0.0], [-0.3, -0.4, 0.5], [-0.2, 0.1, 0.3], [2.7, 0.4, -0.6], [-0.2, -0.9, -0.3], [-0.3, 0.0, 0.4], [-0.6, -0.5, 1.0], [1.1, 1.1, -1.4], [-1.6, 0.1, 0.4], [-0.3, 0.3, 0.0], [-0.3, -0.1, 0.4], [-0.3, 0.3, 0.1], [-0.1, -0.1, 0.1], [0.0, -0.4, 0.4], [-0.3, 0.0, -0.6], [-1.1, 1.3, 1.7], [0.8, -0.3, -2.3], [0.5, 1.1, 0.0], [0.8, 1.0, 0.0], [-1.5, -1.9, 0.4], [0.6, -0.7, -0.7], [0.1, -0.2, 0.5], [-0.1, -0.1, 0.5], [0.0, 0.3, 0.0], [0.2, -0.2, 0.1], [-0.2, -0.2, 0.0], [-0.1, 0.0, -0.1]], "lowdin_charge": [0.070, -0.321, 0.045, -0.148, 0.028, -0.075, -0.116, -0.010, 0.029, 0.102, 0.110, 0.107, 0.099, 0.109, 0.051, -0.355, 0.064, -0.148, -0.004, -0.020, -0.072, -0.097, 0.000, 0.106, 0.096, 0.071, 0.081, 0.114, -0.101, -0.199, -0.213, -0.419, -0.033, 0.016, 0.084, 0.089, 0.080, 0.120, 0.100, 0.135, 0.088, 0.054, 0.067, 0.060, 0.071, -0.038, -0.211, -0.255, -0.414, -0.025, 0.049, 0.085, 0.078, 0.085, 0.130, 0.123, 0.103, 0.069, 0.053, 0.067, 0.076, 0.077, -0.128, -0.193, -0.127, -0.363, -0.042, 0.066, 0.088, 0.059, 0.084, 0.091, 0.111, 0.105, 0.062, 0.065, 0.056, 0.079, 0.038, -0.138, -0.150, -0.239, -0.463, -0.072, 0.061, 0.089, 0.086, 0.087, 0.115, 0.121, 0.140, 0.078, 0.091, 0.072, 0.056, 0.054, -0.112, -0.187, -0.156, -0.468, -0.058, 0.055, 0.075, 0.086, 0.088, 0.111, 0.105, 0.124, 0.069, 0.074, 0.077, 0.074, 0.039, -0.084, -0.112, -0.096, -0.113, -0.131, -0.059, 0.073, 0.102, 0.102, 0.107, 0.111, 0.092, -0.083, -0.094, -0.099, -0.121, -0.113, -0.064, 0.090, 0.094, 0.103, 0.104, 0.104, 0.088, -0.134, -0.081, -0.088, -0.096, -0.107, -0.086, 0.104, 0.102, 0.097, 0.107, 0.076, 0.107]}

---

(2)
{"formula": "C3HBr2FN2", "method": "ωB97M-V with the def2-TZVPD basis set", "energy_ev": -148902.21065, "spin_multiplicity": 1, "e_above_lowest_kcal_mol": 14.9, "species": ["C", "C", "C", "N", "N", "F", "Br", "Br", "H"], "coordinates": [[-0.587, -2.077, -0.082], [-1.838, 0.780, 0.668], [0.145, -1.090, -0.088], [-0.744, 0.780, 0.239], [0.339, 0.185, 0.126], [-1.065, -3.252, -0.437], [-3.349, 1.486, 0.020], [3.792, 2.185, -0.197], [3.307, 1.004, -0.251]], "forces_ev_per_angstrom": [[0.6, -0.8, -0.8], [-1.9, 0.9, 1.1], [-1.8, -3.0, -0.5], [1.6, -0.7, -0.1], [2.1, 1.9, 0.1], [0.6, 1.3, 0.6], [-1.2, 0.3, -0.4], [2.1, 4.9, 0.2], [-2.1, -4.9, -0.2]], "nbo_charge": [0.358, 0.080, -0.016, -0.058, -0.287, -0.264, 0.187, -0.169, 0.169]}

---

(3)
{"formula": "C5H11NOS", "method": "ωB97M-V with the def2-TZVPD basis set", "energy_ev": -19732.91414, "spin_multiplicity": 1, "e_above_lowest_kcal_mol": 96.4, "species": ["C", "C", "C", "C", "C", "N", "O", "S", "H", "H", "H", "H", "H", "H", "H", "H", "H", "H", "H"], "coordinates": [[2.727, 1.009, 0.447], [-1.976, -0.996, -0.996], [-2.224, -0.366, 0.441], [-0.521, -0.582, -1.319], [-1.108, 0.652, 0.424], [-0.193, 0.503, -0.428], [1.230, -0.461, 2.375], [2.143, -0.560, 1.165], [2.878, 1.929, 1.209], [3.794, 0.904, 0.036], [-2.097, -2.000, -1.017], [-2.684, -0.744, -1.863], [-3.110, 0.216, 0.575], [-1.948, -0.924, 1.382], [0.134, -1.372, -1.202], [-0.488, -0.447, -2.346], [-0.903, 1.410, 1.076], [2.116, 1.480, -0.252], [3.521, -0.792, 1.663]], "forces_ev_per_angstrom": [[3.1, 2.5, 2.6], [-0.7, 2.4, 0.1], [1.5, 0.8, -0.5], [-2.4, -0.1, 1.1], [0.4, -1.6, -1.6], [0.5, 0.4, -1.3], [1.2, 0.4, -1.5], [1.0, -0.3, 1.3], [-0.4, -2.4, -1.0], [-1.6, -0.4, 0.5], [-0.1, -3.4, 0.5], [0.7, 0.7, 1.6], [-1.1, -0.3, 0.1], [-0.8, -0.2, -1.2], [1.6, -1.8, 0.8], [0.5, 1.4, -2.0], [-0.2, 1.8, 2.3], [-1.4, -0.1, -1.4], [-1.8, 0.3, -0.5]], "nbo_charge": [-0.849, -0.416, -0.490, -0.263, 0.147, -0.437, -0.954, 1.057, 0.234, 0.236, 0.209, 0.207, 0.224, 0.243, 0.192, 0.197, 0.189, 0.252, 0.022]}